This record from the OMol25 dataset describes a 2-piece molecular cluster, C12H10BClO11 overall. The level of theory is ωB97M-V/def2-TZVPD.

Computed properties:
HOMO energy = 0.49 eV
net charge = -2
M = 376.47 g mol⁻¹
electronic energy = -48328.6881 eV
Kohn-Sham gap = 2.7738 eV
LUMO = 3.268 eV
strongest force on any atom = 0.0730 Eh/bohr

The geometry in XYZ format:
```
35
C12H10BClO11 (ωB97M-V/def2-TZVPD)
H -1.44 1.78 -1.06
C -5.08 0.68 -1.04
C 3.58 -0.78 1.86
C 5.07 -1.19 1.87
C 5.83 1.14 1.21
H -3.94 -0.34 -2.60
H -5.07 1.28 -0.10
C -2.68 -0.06 -0.76
O 0.04 0.21 0.71
O 6.69 2.00 0.89
H -2.64 1.83 0.21
O 3.98 2.75 1.13
H 7.07 -0.58 1.47
H -1.87 0.06 -3.60
H -2.26 -2.24 1.11
C 4.35 1.58 1.30
C -1.90 1.17 -0.27
C 6.05 -0.19 1.50
O -1.02 0.13 -3.15
C -3.20 -1.90 0.63
O 5.45 -2.33 2.18
O 2.71 -1.66 2.10
C -3.77 0.39 -1.80
H 0.12 -2.47 -2.00
C 3.36 0.56 1.57
B -0.91 -0.84 -2.16
O -6.12 0.31 -1.44
O -1.89 -1.14 -1.19
O -3.42 -0.54 0.40
O 0.28 -1.53 -2.10
C -0.91 0.82 0.85
Cl -1.33 1.42 2.52
O -4.04 -2.66 0.38
H -3.44 1.38 -2.17
H 2.34 0.94 1.55
```